Molecular formula: C4H6NOS2
Method: DFT, ωB97M-V/def2-TZVPD

Results
Kohn-Sham gap in eV: 6.5
M in g mol⁻¹: 148.232
Energy relative to the best compared isomer or geometry (same formula, charge and spin) in kcal per mole: 42.2
E_LUMO in eV: 3.5
SMILES: C/C(=C/SC=S)[N-]O

```
! RIJCOSX wB97M-V def2-TZVPD def2/J DEFGRID3
* xyz -1 1
C -0.04 1.47 -0.08
C -0.59 0.20 0.04
C 2.19 -0.03 0.55
C -2.04 0.02 -0.28
N 0.20 -0.78 0.54
O 0.36 -2.05 -0.11
S 1.57 1.67 0.52
S 2.94 -0.56 -0.86
H -0.50 2.43 0.01
H 2.47 -0.33 1.52
H -2.37 0.32 -1.31
H -2.83 0.58 0.43
H -2.42 -0.98 -0.16
H 1.05 -1.96 -0.83
*
```



Molecular formula: C4H6NS
Method: DFT, ωB97M-V/def2-TZVPD

Results
Kohn-Sham gap in eV: 7.2
M in g mol⁻¹: 100.166
Energy relative to the best compared isomer or geometry (same formula, charge and spin) in kcal per mole: 95.5
E_LUMO in eV: -6.0

```
! RIJCOSX wB97M-V def2-TZVPD def2/J DEFGRID3
* xyz 1 1
C 1.02 0.72 -1.20
C 1.33 -1.14 0.40
C -2.36 1.94 -0.95
C 1.70 -2.02 1.40
N 1.08 -0.26 -0.35
S -0.31 1.57 -1.67
H -2.73 2.50 -1.85
H -2.14 2.53 -0.14
H -2.96 0.98 -0.66
H 2.18 -2.88 1.09
H 0.82 -2.45 1.98
H 2.36 -1.50 1.97
*
```



Molecular formula: C4H6NdO2
Method: DFT, ωB97M-V/def2-TZVPD

Results
Kohn-Sham gap (spin up / spin down) in eV: 5.3 / 5.4
M in g mol⁻¹: 230.330
Energy relative to the best compared isomer or geometry (same formula, charge and spin) in kcal per mole: 6.2
E_LUMO (spin up / spin down) in eV: -9.9 / -9.7
Expectation value of S²: 6.003

```
! RIJCOSX wB97M-V def2-TZVPD def2/J DEFGRID3
* xyz 2 5
C -0.33 -1.33 0.33
O -0.43 -2.62 -0.04
H 0.47 -1.20 1.07
H 0.14 -2.82 -0.79
C -1.32 -0.35 0.22
C -0.84 1.08 0.28
H -2.25 -0.56 -0.33
H -0.72 1.39 1.33
H -1.52 1.75 -0.27
C 0.49 1.10 -0.39
O 1.57 0.99 0.21
Nd 4.24 1.49 -0.14
H 0.50 1.10 -1.49
*
```



Molecular formula: C4H6O
Method: DFT, ωB97M-V/def2-TZVPD

Results
Kohn-Sham gap in eV: 8.8
M in g mol⁻¹: 70.091
Energy relative to the best compared isomer or geometry (same formula, charge and spin) in kcal per mole: 45.6
E_LUMO in eV: -0.1
SMILES: C[C@@H]1CC1=O

```
! RIJCOSX wB97M-V def2-TZVPD def2/J DEFGRID3
* xyz 0 1
C 0.09 -0.32 0.29
C 1.10 0.36 -0.59
C -1.14 0.38 0.74
C 0.27 -0.72 -1.10
O 0.60 -1.80 -1.54
H 0.44 -1.04 1.02
H 0.89 1.35 -0.97
H 2.15 0.11 -0.47
H -1.07 1.47 0.59
H -1.30 0.21 1.81
H -2.02 0.01 0.21
*
```



Molecular formula: C4H6O
Method: DFT, ωB97M-V/def2-TZVPD

Results
Kohn-Sham gap in eV: 9.7
M in g mol⁻¹: 70.091
Energy relative to the best compared isomer or geometry (same formula, charge and spin) in kcal per mole: 132.9
E_LUMO in eV: -0.3

```
! RIJCOSX wB97M-V def2-TZVPD def2/J DEFGRID3
* xyz 0 1
C -1.98 -0.34 -0.15
C -0.79 0.26 -0.40
C 0.55 -0.27 0.28
C 1.88 0.39 0.01
H -2.86 -0.01 -0.94
H -2.15 -1.15 0.72
H -0.84 1.08 -1.20
H 0.56 0.03 1.42
H 0.77 -1.39 0.09
H 1.95 1.94 0.65
O 2.90 -0.54 -0.49
*
```



Molecular formula: C4H6O
Method: DFT, ωB97M-V/def2-TZVPD

Results
Kohn-Sham gap in eV: 9.8
M in g mol⁻¹: 70.091
Energy relative to the best compared isomer or geometry (same formula, charge and spin) in kcal per mole: 57.1
E_LUMO in eV: 0.0
SMILES: C=C(C)C=O

```
! RIJCOSX wB97M-V def2-TZVPD def2/J DEFGRID3
* xyz 0 1
C 1.68 -0.85 0.00
C 0.39 0.24 0.07
C 0.51 1.49 0.04
C -0.88 -0.47 -0.05
H 1.57 -1.61 -0.72
H 2.45 -0.16 -0.42
H 1.75 -1.31 0.98
H -0.45 2.16 -0.46
H 1.61 1.76 0.15
H -0.47 -1.65 -0.15
O -2.08 -0.21 0.03
*
```



Molecular formula: C4H6O
Method: DFT, ωB97M-V/def2-TZVPD

Results
Kohn-Sham gap in eV: 10.6
M in g mol⁻¹: 70.091
Energy relative to the best compared isomer or geometry (same formula, charge and spin) in kcal per mole: 56.6
E_LUMO in eV: 0.7
SMILES: C#CCCO

```
! RIJCOSX wB97M-V def2-TZVPD def2/J DEFGRID3
* xyz 0 1
C 0.89 -0.35 0.13
C -0.08 0.78 0.01
C -1.48 0.38 -0.12
C -2.51 -0.30 -0.08
H 2.70 -0.84 -0.43
H 0.94 -0.74 1.12
H 0.73 -1.17 -0.61
H 0.16 1.26 -0.93
H -0.09 1.57 0.89
H -3.48 -0.72 0.13
O 2.22 0.13 -0.10
*
```



Molecular formula: C4H6O
Method: DFT, ωB97M-V/def2-TZVPD

Results
Kohn-Sham gap in eV: 7.3
M in g mol⁻¹: 70.091
Energy relative to the best compared isomer or geometry (same formula, charge and spin) in kcal per mole: 78.6
E_LUMO in eV: -1.2

```
! RIJCOSX wB97M-V def2-TZVPD def2/J DEFGRID3
* xyz 0 1
C 1.84 -0.42 -0.29
C 0.83 -0.01 0.62
O 0.86 0.67 1.64
C -0.27 -0.20 -0.26
C -1.61 0.34 0.23
H 2.38 0.37 -0.82
H 1.94 -1.35 -0.84
H -2.09 0.82 -0.68
H -0.15 -0.99 -0.99
H -1.43 1.21 0.84
H -2.29 -0.44 0.55
*
```



Molecular formula: C4H6O
Method: DFT, ωB97M-V/def2-TZVPD

Results
Kohn-Sham gap in eV: 9.3
M in g mol⁻¹: 70.091
Energy relative to the best compared isomer or geometry (same formula, charge and spin) in kcal per mole: 57.2
E_LUMO in eV: 1.0

```
! RIJCOSX wB97M-V def2-TZVPD def2/J DEFGRID3
* xyz 0 1
C -1.17 -0.62 0.54
C 0.02 0.30 0.51
C 1.38 -0.07 -0.05
O 1.10 0.82 -1.20
C -0.05 1.13 -0.54
H -2.08 -0.12 0.89
H -1.39 -0.97 -0.49
H -0.94 -1.50 1.14
H 1.55 -1.11 -0.31
H 2.28 0.35 0.40
H -0.85 1.73 -0.95
*
```



Molecular formula: C4H6O2
Method: DFT, ωB97M-V/def2-TZVPD

Results
Kohn-Sham gap in eV: 9.4
M in g mol⁻¹: 86.090
Energy relative to the best compared isomer or geometry (same formula, charge and spin) in kcal per mole: 117.4
E_LUMO in eV: 0.9

```
! RIJCOSX wB97M-V def2-TZVPD def2/J DEFGRID3
* xyz 0 1
C -1.23 -0.33 -0.12
O -0.88 0.90 -0.74
C 0.34 1.35 -0.25
C 1.16 -1.10 -0.50
O 0.96 0.29 0.50
C 0.06 -0.86 0.46
H -2.01 -0.18 0.64
H -1.60 -1.00 -0.90
H 1.00 1.61 -1.09
H 0.23 2.19 0.46
H 1.97 -1.57 0.08
H -0.01 -1.30 1.46
*
```



Molecular formula: C4H6O2
Method: DFT, ωB97M-V/def2-TZVPD

Results
Kohn-Sham gap in eV: 10.4
M in g mol⁻¹: 86.090
Energy relative to the best compared isomer or geometry (same formula, charge and spin) in kcal per mole: 24.0
E_LUMO in eV: 0.4
SMILES: CC(=O)CC=O

```
! RIJCOSX wB97M-V def2-TZVPD def2/J DEFGRID3
* xyz 0 1
C 0.35 -1.30 0.77
C 0.50 0.18 0.60
O 1.54 0.80 0.71
C -0.72 0.87 0.04
C -0.19 0.85 -1.40
O -0.51 -0.03 -2.16
H 0.13 -1.75 -0.21
H -0.51 -1.49 1.41
H 1.27 -1.70 1.18
H -1.62 0.25 0.07
H -0.89 1.80 0.61
H 0.67 1.52 -1.64
*
```



Molecular formula: C4H6O2
Method: DFT, ωB97M-V/def2-TZVPD

Results
Kohn-Sham gap in eV: 8.8
M in g mol⁻¹: 86.090
Energy relative to the best compared isomer or geometry (same formula, charge and spin) in kcal per mole: 82.6
E_LUMO in eV: -0.5

```
! RIJCOSX wB97M-V def2-TZVPD def2/J DEFGRID3
* xyz 0 1
C 0.45 1.30 1.34
C 0.68 0.01 0.60
O 1.54 -0.80 0.88
C -0.22 -0.26 -0.58
O -0.78 0.72 -1.19
C -0.50 -1.47 -1.24
H 1.16 1.37 2.17
H 0.57 2.14 0.66
H -0.58 1.33 1.73
H -1.57 -1.73 -1.21
H -0.92 -0.26 -2.00
H 0.16 -2.33 -1.17
*
```



Molecular formula: C4H6O2
Method: DFT, ωB97M-V/def2-TZVPD

Results
Kohn-Sham gap in eV: 10.2
M in g mol⁻¹: 86.090
Energy relative to the best compared isomer or geometry (same formula, charge and spin) in kcal per mole: 107.5
E_LUMO in eV: 1.1

```
! RIJCOSX wB97M-V def2-TZVPD def2/J DEFGRID3
* xyz 0 1
C 1.05 0.37 0.95
C -0.57 -0.62 0.26
C -1.26 0.31 -0.73
C 0.37 -0.22 -0.97
H 1.47 -0.65 1.05
H 1.81 1.10 1.54
H -0.93 -1.54 0.78
H -1.98 -0.35 -1.21
H -1.70 1.24 -0.55
H 0.64 -0.67 -1.91
O -0.24 0.42 1.27
O 1.34 0.62 -0.49
*
```



Molecular formula: C4H6O2
Method: DFT, ωB97M-V/def2-TZVPD

Results
Kohn-Sham gap in eV: 9.6
M in g mol⁻¹: 86.090
Energy relative to the best compared isomer or geometry (same formula, charge and spin) in kcal per mole: 30.6
E_LUMO in eV: 0.3
SMILES: C/C(C=O)=C/O

```
! RIJCOSX wB97M-V def2-TZVPD def2/J DEFGRID3
* xyz 0 1
C 1.28 -0.13 0.91
C 0.05 0.03 0.06
C -1.18 -0.33 0.47
O -2.28 -0.47 -0.31
C 0.20 0.67 -1.26
O 1.26 1.02 -1.73
H 2.16 -0.02 0.27
H 1.35 0.61 1.71
H 1.32 -1.13 1.36
H -1.99 -0.65 -1.21
H -1.42 -0.53 1.51
H -0.74 0.92 -1.79
*
```



Molecular formula: C4H6O2
Method: DFT, ωB97M-V/def2-TZVPD

Results
Kohn-Sham gap in eV: 10.0
M in g mol⁻¹: 86.090
Energy relative to the best compared isomer or geometry (same formula, charge and spin) in kcal per mole: 69.8
E_LUMO in eV: 0.3
SMILES: C=C=CC=O.O

```
! RIJCOSX wB97M-V def2-TZVPD def2/J DEFGRID3
* xyz 0 1
C -1.14 0.18 -0.27
C -2.22 0.67 0.45
C 0.09 0.75 -0.14
C 1.30 1.16 0.03
O -3.41 0.43 0.24
O 1.80 -2.02 0.01
H -1.47 -0.36 -1.13
H -1.92 1.38 1.29
H 1.69 -2.89 0.24
H 1.66 2.00 -0.43
H 1.86 0.47 0.66
H 1.76 -1.77 -0.94
*
```



Molecular formula: C4H6O2
Method: DFT, ωB97M-V/def2-TZVPD

Results
Kohn-Sham gap in eV: 9.5
M in g mol⁻¹: 86.090
Energy relative to the best compared isomer or geometry (same formula, charge and spin) in kcal per mole: 35.4
E_LUMO in eV: 0.8
SMILES: O=C=CCCO

```
! RIJCOSX wB97M-V def2-TZVPD def2/J DEFGRID3
* xyz 0 1
O 2.45 0.80 -1.19
C 1.57 0.07 -0.92
C 0.65 -0.85 -0.73
C -0.63 -0.73 0.07
C -0.91 0.73 0.43
O 0.28 1.37 0.84
H 0.86 -1.79 -1.24
H 0.72 0.80 1.48
H -1.46 -1.13 -0.52
H -0.58 -1.34 0.99
H -1.67 0.79 1.22
H -1.27 1.28 -0.44
*
```



Molecular formula: C4H6O2
Method: DFT, ωB97M-V/def2-TZVPD

Results
Kohn-Sham gap in eV: 10.7
M in g mol⁻¹: 86.090
Energy relative to the best compared isomer or geometry (same formula, charge and spin) in kcal per mole: 61.8
E_LUMO in eV: 0.8
SMILES: OCC#CCO

```
! RIJCOSX wB97M-V def2-TZVPD def2/J DEFGRID3
* xyz 0 1
O -0.14 0.83 -2.54
C -0.49 1.51 -1.36
C -0.11 0.76 -0.15
C 0.17 0.04 0.77
C 0.59 -0.88 1.85
O 1.36 -1.96 1.36
H -0.44 -0.09 -2.44
H -1.56 1.74 -1.32
H 0.05 2.47 -1.40
H 1.12 -0.31 2.62
H -0.29 -1.33 2.32
H 2.10 -1.59 0.86
*
```



Molecular formula: C4H6O2
Method: DFT, ωB97M-V/def2-TZVPD

Results
Kohn-Sham gap in eV: 10.6
M in g mol⁻¹: 86.090
Energy relative to the best compared isomer or geometry (same formula, charge and spin) in kcal per mole: 57.3
E_LUMO in eV: 0.9

```
! RIJCOSX wB97M-V def2-TZVPD def2/J DEFGRID3
* xyz 0 1
O -2.04 1.33 1.20
C -0.96 0.95 0.82
C -0.61 -0.16 -0.15
C 0.61 0.37 -0.91
O 1.51 -0.18 0.05
C 0.49 -1.13 0.38
H -0.03 1.52 0.99
H -1.44 -0.54 -0.76
H 0.52 -0.26 -1.80
H 0.84 1.40 -1.21
H 0.44 -1.39 1.43
H 0.67 -2.05 -0.21
*
```



Molecular formula: C4H6O2
Method: DFT, ωB97M-V/def2-TZVPD

Results
Kohn-Sham gap in eV: 9.5
M in g mol⁻¹: 86.090
Energy relative to the best compared isomer or geometry (same formula, charge and spin) in kcal per mole: 69.4
E_LUMO in eV: 1.0

```
! RIJCOSX wB97M-V def2-TZVPD def2/J DEFGRID3
* xyz 0 1
C -1.84 -0.19 0.62
C -0.40 -0.43 1.07
C 0.73 0.04 0.20
O 0.26 0.64 -0.86
C 3.04 0.61 -0.88
O 3.98 0.28 -0.33
H -2.05 0.88 0.50
H -2.05 -0.67 -0.34
H -2.54 -0.59 1.36
H -0.20 -1.50 1.23
H -0.20 0.02 2.05
H 1.05 0.92 -1.38
*
```



Molecular formula: C4H6O2
Method: DFT, ωB97M-V/def2-TZVPD

Results
Kohn-Sham gap in eV: 10.9
M in g mol⁻¹: 86.090
Energy relative to the best compared isomer or geometry (same formula, charge and spin) in kcal per mole: 37.1
E_LUMO in eV: 0.8
SMILES: C[C@H]1COC1=O

```
! RIJCOSX wB97M-V def2-TZVPD def2/J DEFGRID3
* xyz 0 1
C -0.44 0.19 1.43
C 0.34 0.20 0.16
C 0.46 -1.01 -0.74
O 0.34 -0.15 -1.89
C -0.35 0.95 -1.22
O -0.88 1.86 -1.82
H 0.07 -0.35 2.24
H -0.59 1.23 1.72
H -1.40 -0.28 1.24
H 1.34 0.66 0.23
H -0.38 -1.72 -0.64
H 1.39 -1.61 -0.68
*
```